Record 1
{"formula": "C6H6N2", "method": "ωB97M-V/def2-TZVPD", "total_energy_ha": -341.5497, "lumo_energy_ha": 0.0184, "e_above_lowest_kcal_mol": 108.46, "largest_force_ha_per_bohr": 0.1298, "spin_multiplicity": 1, "orbital_gap_ev": 9.57, "symbols": ["N", "C", "C", "C", "C", "C", "C", "N", "H", "H", "H", "H", "H", "H"], "xyz": [[2.870765, -0.276885, -1.123017], [1.899633, -0.343233, -0.411486], [0.688224, -0.303035, 0.340339], [-0.384756, -1.309128, 0.259449], [-1.645660, -0.382273, -0.127744], [-1.296186, 0.835731, -0.687514], [0.002329, 1.014925, -0.054616], [0.438671, 0.598933, 1.365201], [-0.333848, -1.941882, 1.266443], [-0.059173, -1.859535, -0.608193], [-2.763044, -0.655121, -0.017593], [-1.744713, 1.738180, -1.282359], [1.066093, 1.512865, -0.449102], [1.261665, 1.370458, 1.530193]], "atomic_forces_ev_per_a": [[-4.472, -0.464, 3.447], [5.407, -0.540, -3.274], [-0.214, 0.526, -1.112], [-0.832, -0.343, 1.509], [-2.073, -0.046, -1.215], [0.000, -0.498, 1.837], [6.451, 1.490, -0.861], [1.296, 4.953, 1.210], [-0.833, 1.174, -2.387], [-0.835, -1.033, -0.268], [2.131, -0.158, -0.352], [0.223, -2.324, 1.527], [-3.909, 0.224, 0.122], [-2.339, -2.961, -0.185]]}

Record 2
{"formula": "C6H6N2", "method": "ωB97M-V/def2-TZVPD", "total_energy_ha": -340.7123, "charge": 2, "lumo_energy_ha": [-0.4453, -0.4459], "e_above_lowest_kcal_mol": 162.66, "largest_force_ha_per_bohr": 0.1610, "spin_multiplicity": 1, "orbital_gap_ev": [7.06, 7.04], "symbols": ["N", "C", "C", "C", "C", "N", "C", "C", "H", "H", "H", "H", "H", "H"], "xyz": [[-0.658900, 1.381317, 1.482578], [-0.825463, 0.676093, 0.225988], [0.354428, -0.217194, -0.161420], [1.352451, -0.765704, 0.524492], [2.137574, -1.802625, -0.244478], [1.839761, -2.169335, -1.352378], [0.857331, -1.697234, -1.995049], [0.060189, -0.764702, -1.555537], [0.148300, 1.986077, 1.482121], [-0.148721, 0.653701, 2.209730], [-1.627150, 1.701581, 1.751252], [-1.625403, -0.079428, 0.369551], [-1.069358, 1.351938, -0.599505], [-0.795039, -0.254484, -2.137345]], "atomic_forces_ev_per_a": [[1.351, -3.056, 2.526], [0.148, -1.647, -0.952], [-0.116, -0.819, -0.793], [4.360, -4.518, -2.357], [-4.376, 5.722, 4.082], [-0.814, -0.210, -1.418], [1.604, -0.573, 1.158], [-2.339, 1.531, -2.282], [-0.339, 1.823, -0.337], [-2.456, 1.643, -1.440], [1.604, 0.354, 0.585], [0.007, 0.759, -0.131], [-0.030, 0.036, 0.361], [1.395, -1.045, 0.998]]}

Record 3
{"formula": "C6H6N2O", "method": "ωB97M-V/def2-TZVPD", "total_energy_ha": -416.8482, "lumo_energy_ha": [-0.0304, -0.0304], "e_above_lowest_kcal_mol": 78.71, "largest_force_ha_per_bohr": 0.0965, "spin_multiplicity": 1, "orbital_gap_ev": [7.48, 7.48], "symbols": ["C", "C", "C", "C", "C", "C", "N", "N", "O", "H", "H", "H", "H", "H", "H"], "xyz": [[-2.183358, 1.139407, 0.072326], [1.983181, -0.590811, -0.201324], [-0.982370, 1.672829, 0.064999], [1.265243, 0.591686, -0.098085], [-1.963990, -0.382962, 0.000827], [1.502020, -1.781628, 0.183159], [-0.022360, 0.557175, 0.015439], [-0.614761, -0.609400, 0.139467], [-2.832821, -1.239822, -0.109997], [-3.175359, 1.584596, 0.137030], [3.010687, -0.686927, -0.679686], [-0.665268, 2.709053, -0.175071], [1.634116, 1.707899, -0.247591], [0.940702, -2.040449, 1.013666], [2.104339, -2.630644, -0.115162]], "atomic_forces_ev_per_a": [[-0.585, -1.048, 0.281], [2.295, -1.249, -0.861], [0.887, 0.855, -1.368], [0.871, 4.874, -0.350], [-0.860, -0.349, 0.607], [2.345, -1.057, -0.266], [-0.937, 0.414, 0.524], [-1.765, -0.626, -0.215], [0.760, 0.993, 0.081], [0.513, 0.018, -0.283], [-1.608, 0.917, 0.290], [0.019, -0.964, 0.683], [-0.295, -2.744, 0.338], [-1.810, 0.122, 0.820], [0.172, -0.156, -0.280]]}

Record 4
{"formula": "C6H6N2O", "method": "ωB97M-V/def2-TZVPD", "total_energy_ha": -416.8018, "lumo_energy_ha": [-0.0317, -0.0627], "e_above_lowest_kcal_mol": 107.83, "largest_force_ha_per_bohr": 0.0300, "spin_multiplicity": 1, "orbital_gap_ev": [8.09, 6.43], "symbols": ["C", "C", "C", "C", "C", "O", "N", "C", "N", "H", "H", "H", "H", "H", "H"], "xyz": [[0.158908, -0.726224, -0.847507], [-1.152949, -0.062205, 0.717855], [1.318893, -1.276765, -0.209959], [0.025481, 0.602717, -1.300230], [-0.396365, 1.131244, 0.476062], [-1.115430, -1.045042, -0.207081], [2.554720, -0.994879, -0.432210], [-2.096630, -0.201445, 1.757928], [-2.878547, -0.285550, 2.606835], [2.653623, -0.280160, -1.157523], [1.108956, -2.061802, 0.519662], [0.917204, 1.126146, -1.627542], [-0.869565, 0.869409, -1.852693], [-0.890555, 2.041347, 0.829784], [0.662255, 1.163209, 0.726620]], "atomic_forces_ev_per_a": [[-0.872, -0.294, 0.538], [-0.646, -0.192, 0.715], [0.274, -0.404, -0.096], [-0.336, 1.312, 0.740], [0.820, 0.004, -1.216], [1.124, -0.289, -0.433], [-0.329, 0.106, -0.017], [-0.227, -0.025, 0.089], [0.223, 0.030, -0.192], [-0.047, -0.043, 0.013], [-0.012, 0.057, -0.021], [-0.013, -0.011, 0.022], [0.055, -0.160, -0.093], [0.006, 0.004, -0.370], [-0.019, -0.094, 0.323]]}

Record 5
{"formula": "C6H6N2O", "method": "ωB97M-V/def2-TZVPD", "total_energy_ha": -416.7520, "lumo_energy_ha": [-0.0669, -0.0358], "e_above_lowest_kcal_mol": 139.12, "largest_force_ha_per_bohr": 0.0527, "spin_multiplicity": 1, "orbital_gap_ev": [6.62, 7.17], "symbols": ["C", "C", "C", "C", "C", "C", "N", "N", "O", "H", "H", "H", "H", "H", "H"], "xyz": [[-2.768842, 0.951166, 0.160341], [-0.865841, -2.116772, -0.148529], [-2.117851, -1.575803, 0.022042], [0.297712, -1.294595, -0.270321], [-2.472178, -0.300865, 0.043381], [0.927470, 2.069652, -0.502723], [-2.958291, 2.078258, 0.412864], [0.158138, -0.019596, -0.335788], [1.223935, 0.764624, -0.062815], [-0.720566, -3.229473, -0.236835], [-2.928131, -2.296843, -0.018006], [1.335505, -1.808458, -0.261230], [1.188224, 2.793591, 0.219254], [-0.119931, 2.042441, -0.846023], [1.546070, 2.327059, -1.377201]], "atomic_forces_ev_per_a": [[-0.125, 1.380, 0.702], [2.291, -1.004, -0.529], [-1.590, -0.348, -0.368], [1.990, -1.811, 0.329], [0.552, -1.493, -0.241], [-0.366, 0.019, -2.143], [-0.295, 0.637, -0.206], [-0.900, 0.542, 0.182], [0.499, -1.120, -0.048], [-0.318, 1.416, 0.189], [-0.250, -0.099, 0.168], [-1.627, 1.017, 0.165], [-0.185, 0.596, 1.224], [0.400, 0.628, 0.517], [-0.075, -0.360, 0.058]]}

Record 6
{"formula": "C6H6N2O", "method": "ωB97M-V/def2-TZVPD", "total_energy_ha": -416.8898, "lumo_energy_ha": -0.0211, "e_above_lowest_kcal_mol": 52.65, "largest_force_ha_per_bohr": 0.0965, "spin_multiplicity": 1, "orbital_gap_ev": 8.84, "symbols": ["C", "O", "C", "C", "N", "C", "C", "C", "N", "H", "H", "H", "H", "H", "H"], "xyz": [[1.832073, -1.400342, -1.210107], [0.934067, -0.310789, -1.142377], [0.126370, -0.330199, -0.030291], [-0.079308, -1.402372, 0.908714], [-0.306675, -2.305634, 1.582819], [-0.536016, 0.885917, 0.189612], [-1.491130, 1.201654, 1.316686], [-0.581518, 1.821019, -0.879066], [-1.046445, 2.640306, -1.546765], [2.065339, -1.500313, -2.321404], [1.419786, -2.228788, -0.814567], [2.749462, -1.135852, -0.790501], [-2.287601, 1.736954, 0.935537], [-1.059068, 2.014994, 2.005269], [-1.739336, 0.313444, 1.796441]], "atomic_forces_ev_per_a": [[0.955, 2.269, -4.311], [-1.010, -0.933, 1.416], [-1.041, 4.279, 0.126], [0.446, -0.164, -0.879], [0.050, 0.091, 0.154], [0.714, -2.764, -0.014], [3.065, 1.809, 0.304], [-0.801, 0.883, -0.043], [0.725, -0.179, -0.208], [-0.496, -0.305, 1.398], [-1.166, -3.031, 1.183], [1.469, 0.331, 1.189], [-2.112, 0.520, -0.968], [-0.138, -1.569, -0.598], [-0.661, -1.236, 1.250]]}

Number 5 is which compound?
C6H6N2O